# 1
# C4H5FNO3

A 2-piece molecular cluster, C4H5FNO3 overall in a non-equilibrium geometry (the ωB97M-V functional and the def2-TZVPD basis, the OMol25 dataset).

Computed properties:
charge: -1
relative energy (zero: lowest compared OMol25 entry of this formula, charge and spin): 50.4 kcal per mole
orbital gap: 7.1 eV

Last column: Löwdin charge in e.
Element x y z (Å)
O  -1.591268  -0.167041  -1.594484  -0.0148
C  1.285956  -0.908532  -0.315703  -0.4627
C  -1.378066  -0.314532  -0.383019  -0.5754
H  0.542298  1.820796  -0.933584  0.0037
H  0.754342  2.173375  0.706323  0.0699
C  -0.501603  0.500945  0.365436  -0.2852
F  -0.316913  0.224490  1.703412  -0.0454
N  1.278516  -1.871916  0.478482  0.0768
O  -1.963516  -1.450217  0.150253  0.0349
H  -1.384226  -1.831444  0.826408  0.0758
O  1.750152  -0.416008  -1.305793  0.0367
H  -0.678252  2.724633  -0.125273  0.0622
H  2.160566  -2.395993  0.504269  0.0461
C  0.042017  1.911444  -0.076730  -0.0226

Force components x, y, z for each atom (eV/Å):
O -0.14 0.77 0.59
C 0.25 0.18 -1.54
C 0.05 -0.36 -1.72
H 1.87 -0.38 -3.61
H 0.13 0.09 0.02
C 1.83 0.32 -1.06
F -0.61 0.23 0.59
N -0.36 -0.11 1.25
O 0.31 -0.04 0.82
H 0.08 0.28 0.07
O -0.35 0.45 0.66
H -0.42 -0.10 -0.09
H -0.42 0.31 -0.30
C -2.21 -1.64 4.31

***

# 2
# C20H25CaN4O7

C20H25CaN4O7 as an isolated structure (the ωB97M-V functional and the def2-TZVPD basis, the OMol25 dataset).

Computed properties:
charge: -1
relative energy (zero: lowest compared OMol25 entry of this formula, charge and spin): 0.0 kcal per mole
orbital gap: 8.5 eV

Last column: Löwdin charge in e.
Element x y z (Å)
H  0.777248  1.235488  -3.552172  0.1181
H  -2.993405  3.524749  -2.742541  0.0679
C  4.294304  0.133394  2.043878  -0.0126
C  -2.035749  -0.508318  2.298173  0.0142
H  0.143333  -2.207122  5.023742  0.0806
H  0.027205  0.914774  -5.114721  0.1099
H  -0.394572  -0.536853  4.723241  0.0780
C  -1.121861  2.441906  -2.365261  -0.7417
H  -1.070914  -4.128973  -2.562273  0.0960
C  1.253613  -2.322439  2.720015  -0.0142
Ca  0.433130  0.875204  -0.440975  1.4619
C  -0.483314  -1.576394  4.397156  -0.0384
H  1.943808  -1.586897  2.313035  0.0710
N  -0.043425  -1.727553  3.015274  -0.1158
H  5.255848  -0.266667  1.754381  0.1099
O  -0.077417  1.575140  3.950185  -0.0289
H  -1.516188  -1.905489  4.516287  0.0818
H  -2.432338  -0.091752  1.378121  0.0765
H  -1.031902  -1.098816  -5.597466  0.1051
N  -0.220834  -0.882958  -2.351049  0.0893
C  -0.907673  -3.114569  -2.900812  -0.0711
C  1.808042  1.118015  2.585761  -0.1907
C  -1.136478  -2.744527  -4.213036  -0.0825
H  -0.254717  -2.399579  -0.978906  0.0903
O  0.093149  2.588962  -1.916772  -0.2473
O  2.581775  0.116724  -1.162395  -0.1461
H  1.663743  -2.730500  3.640375  0.0843
H  -3.337352  0.197698  -0.961924  0.0772
H  2.347972  1.134856  4.644689  0.1098
C  -0.700636  -1.131235  2.003605  -0.4946
C  3.350644  0.355018  1.049486  -0.1835
H  -3.721147  1.932302  -0.941374  0.0833
N  2.147274  0.849013  1.327485  0.0723
O  -0.217617  -1.122327  0.862923  -0.0783
C  0.354661  1.572808  2.783894  -0.6490
H  -2.720733  -1.258534  2.700910  0.0857
C  -0.449256  -2.151716  -2.013543  -0.1164
C  2.684643  0.914163  3.641352  -0.0164
C  3.600471  -0.011997  -0.426453  -0.6464
C  -3.134983  1.155772  -1.448707  -0.1517
N  -1.162399  1.882770  -3.711271  0.0425
C  -2.001084  3.684495  -2.311175  -0.0145
C  3.952618  0.425405  3.355622  -0.0639
O  -0.266504  1.831888  1.721588  -0.1049
H  -2.105295  4.007855  -1.275727  0.0887
O  4.732626  -0.405571  -0.714843  -0.0064
H  -3.502667  1.074075  -2.482964  0.0777
H  -2.092269  1.582716  -3.976391  0.0990
H  4.666298  0.260693  4.155339  0.0983
H  -1.917525  0.299084  3.023134  0.0800
H  -1.495079  4.462069  -2.880938  0.0813
C  -0.142766  0.904515  -4.034100  -0.1519
H  1.149362  -3.121603  1.985462  0.0931
C  -0.887283  -1.432544  -4.577672  -0.0340
C  -0.428266  -0.526579  -3.627041  -0.2368
H  -1.492259  -3.463590  -4.941105  0.0991
O  -1.765887  1.403554  -1.391488  -0.2852

Force components x, y, z for each atom (eV/Å):
H -0.01 0.01 0.03
H 0.01 0.00 -0.01
C -0.01 0.03 -0.03
C -0.02 0.00 0.09
H -0.02 0.00 0.02
H -0.03 0.01 -0.01
H 0.01 -0.01 -0.02
C 0.22 -0.07 0.14
H 0.00 0.01 0.01
C -0.03 0.00 0.02
Ca 0.02 0.06 -0.08
C 0.04 -0.04 0.02
H 0.05 0.03 0.00
N -0.07 0.09 -0.04
H 0.01 0.01 0.02
O 0.03 0.05 -0.03
H 0.00 0.00 0.00
H 0.01 -0.01 -0.02
H 0.00 0.00 0.00
N -0.03 -0.17 -0.21
C 0.00 -0.04 0.02
C -0.10 0.01 0.00
C 0.00 0.04 -0.02
H 0.00 -0.01 0.03
O -0.10 -0.02 0.06
O -0.05 0.02 -0.04
H 0.02 -0.01 -0.01
H 0.00 0.00 0.02
H 0.02 -0.01 0.01
C -0.01 0.00 -0.07
C 0.01 -0.03 -0.06
H -0.01 0.00 -0.01
N 0.20 0.00 0.21
O -0.05 -0.09 -0.02
C 0.09 0.01 0.00
H -0.02 0.02 -0.01
C 0.02 0.07 0.03
C -0.02 0.02 -0.05
C -0.08 0.00 0.06
C 0.01 -0.04 -0.08
N -0.15 0.04 -0.04
C -0.05 0.06 -0.01
C 0.02 0.00 0.03
O -0.03 -0.06 -0.06
H 0.03 -0.03 0.00
O -0.01 0.00 0.00
H 0.00 -0.01 0.01
H 0.02 0.01 -0.02
H 0.00 0.00 0.00
H -0.01 -0.02 0.01
H -0.01 0.01 0.00
C 0.09 -0.10 -0.03
H -0.02 0.00 -0.01
C -0.01 -0.06 -0.01
C 0.03 0.18 0.09
H 0.00 0.00 0.00
O 0.00 0.03 0.09

***

# 3
# C3H2NO3

An isolated ion of composition C3H2NO3 and charge -1 in a non-equilibrium geometry (the ωB97M-V functional and the def2-TZVPD basis, the OMol25 dataset).

Computed properties:
charge: -1
relative energy (zero: lowest compared OMol25 entry of this formula, charge and spin): 107.7 kcal per mole
orbital gap: 8.0 eV

Last column: Löwdin charge in e.
Element x y z (Å)
C  -0.216794  0.405619  1.635470  -0.2043
C  -0.495624  -0.971950  -0.720977  -0.7183
H  0.925092  -1.230322  0.628352  0.0818
O  0.511838  -0.026531  2.472936  -0.1431
O  -0.436098  -2.081955  -1.194937  0.0204
C  -1.410183  1.132436  -1.445335  -0.0181
H  -0.363737  1.660764  -1.304054  0.0184
O  -1.510204  -0.098229  -1.136105  -0.0856
N  0.279258  -0.578603  0.212826  0.0488

Force components x, y, z for each atom (eV/Å):
C 0.63 -0.25 0.77
C 1.45 -2.06 0.47
H -0.06 -0.47 -0.48
O -0.62 0.60 -0.14
O -1.21 -1.20 -1.91
C 0.11 2.21 -0.23
H -0.80 -1.75 0.14
O -0.25 -0.02 -0.35
N 0.75 2.94 1.74

***

# 4
# C27H21N7O7SSn

C27H21N7O7SSn as an isolated structure (the ωB97M-V functional and the def2-TZVPD basis, the OMol25 dataset).

Computed properties:
charge: -2
relative energy (zero: lowest compared OMol25 entry of this formula, charge and spin): 22.4 kcal per mole
orbital gap: 6.0 eV

Last column: Löwdin charge in e.
Element x y z (Å)
O  0.283113  2.644404  -4.140943  -0.0126
H  5.693929  2.698988  1.106817  0.0881
H  -1.364245  5.541885  -0.208689  0.0993
C  -2.519400  2.425059  0.467065  -0.2267
O  -0.488283  -1.990672  -5.979978  0.0401
H  3.690504  -4.619981  0.709125  0.0765
C  -2.577901  0.476843  1.817732  -0.4867
C  4.328848  4.372182  1.235573  -0.0856
C  -0.950486  -1.506102  -2.415998  -0.1635
C  0.257856  -1.677944  2.707798  -0.1502
N  -0.670608  -0.205353  -2.256915  0.0891
C  -3.401671  4.901927  -0.447531  -0.1245
C  -3.854608  2.613013  0.126168  -0.0342
N  2.349744  2.457159  1.061405  0.0421
H  2.777032  -7.027192  0.650038  0.0799
C  3.631992  2.107392  1.041513  -0.1482
H  1.548620  -6.395937  1.752757  0.0635
H  5.105221  5.126285  1.299596  0.0931
C  4.662625  3.026765  1.129540  -0.0885
S  2.576612  -3.275427  -1.204626  0.5298
H  -5.339284  3.980925  -0.599912  0.0800
H  3.233801  -6.375962  2.239481  0.0732
N  -0.269529  3.206200  0.661862  -0.0019
H  0.299793  -3.587467  3.687215  0.0845
C  -1.291995  -2.334385  -1.169078  -0.6113
O  -1.416098  -1.732929  -0.097292  -0.0162
C  -1.774522  -0.701551  2.329757  -0.2293
O  0.302949  5.315207  1.452183  -0.0238
H  -4.537270  1.781987  0.227629  0.1028
N  -1.968088  1.194999  0.877381  -0.0150
C  -1.610357  3.497436  0.365856  -0.2207
C  -2.442497  -1.768652  2.924833  -0.0146
C  0.154409  1.958354  -3.118878  -0.6258
Sn  0.178880  0.949266  0.019658  1.3799
N  2.738376  -4.909491  0.857934  -0.0975
H  1.335746  -1.610708  2.588265  0.1048
H  -1.093088  -3.192712  -3.721038  0.1205
C  2.024153  3.740810  1.144498  -0.1862
C  -0.318383  -2.781149  3.312633  -0.0895
N  -0.450316  -0.653795  2.241489  0.0334
H  2.666198  5.761922  1.318293  0.1061
C  -4.297900  3.847707  -0.328932  -0.1263
C  -0.534789  -1.381206  -4.751239  -0.2955
H  0.330232  -5.330261  0.636415  0.0830
C  -2.068186  4.730041  -0.103083  -0.0272
C  -1.703629  -2.821101  3.424111  -0.0820
C  2.994962  4.735572  1.244372  -0.0131
H  -3.738852  5.865815  -0.813605  0.0812
H  -0.192409  -1.333398  -6.615568  0.0909
C  -0.290113  0.502152  -3.321005  -0.1817
C  -0.226601  -0.043658  -4.593027  0.0399
C  2.564337  -6.246073  1.389979  -0.1143
H  -3.520795  -1.729927  2.974035  0.1099
O  0.366593  2.302609  -1.919116  -0.1754
C  -0.887182  -2.135428  -3.648381  0.0528
C  0.557552  4.151110  1.096924  -0.4856
O  -1.418310  -3.583630  -1.371963  -0.0966
H  -0.069370  -4.359070  -0.724572  0.0524
N  0.678575  -4.847240  -0.175824  0.1162
C  1.931490  -4.389377  -0.135598  -0.9666
H  -2.193144  -3.665821  3.895238  0.0921
H  3.833807  1.044720  0.932447  0.1054
O  -3.693729  0.661185  2.331345  -0.0093
H  0.075698  0.593664  -5.416198  0.1155

Force components x, y, z for each atom (eV/Å):
O 0.09 -0.13 0.25
H 0.00 -0.01 -0.01
H -0.02 0.00 0.07
C 0.08 -0.05 0.08
O 0.00 -0.06 0.05
H 0.06 0.02 0.02
C -0.12 -0.17 -0.09
C -0.06 -0.03 0.00
C 0.10 0.15 0.07
C -0.04 0.02 -0.02
N 0.11 -0.03 -0.07
C 0.01 -0.03 0.02
C -0.03 0.01 -0.02
N 0.01 -0.05 -0.06
H -0.03 -0.01 -0.01
C -0.06 0.01 0.01
H 0.03 0.00 0.07
H -0.01 0.00 0.00
C 0.02 0.04 0.00
S -0.04 0.00 0.03
H -0.01 0.00 0.01
H 0.00 0.00 0.01
N 0.22 -0.16 0.01
H 0.04 0.00 -0.02
C -0.29 -0.29 0.09
O 0.19 -0.07 -0.35
C 0.09 -0.01 0.16
O 0.06 -0.01 -0.09
H 0.01 -0.02 0.01
N 0.30 0.27 -0.16
C -0.02 0.11 0.01
C 0.01 0.05 0.03
C -0.16 -0.01 -0.20
Sn -0.36 0.13 0.04
N -0.03 -0.04 0.01
H -0.02 0.01 -0.02
H -0.02 0.01 0.05
C -0.02 0.00 0.04
C -0.02 -0.03 -0.01
N -0.02 0.04 0.23
H -0.01 0.00 0.00
C 0.06 -0.01 0.01
C -0.02 0.01 -0.03
H -0.01 0.02 -0.01
C 0.00 -0.03 -0.04
C 0.01 0.06 -0.03
C 0.07 0.05 0.02
H 0.01 0.00 -0.01
H 0.02 0.05 -0.06
C -0.07 -0.09 0.07
C 0.01 0.06 -0.05
C -0.01 0.09 -0.04
H -0.01 -0.01 0.01
O -0.13 -0.06 0.11
C -0.05 -0.03 -0.03
C -0.17 -0.08 -0.04
O 0.19 0.24 -0.03
H 0.16 0.04 0.01
N -0.16 0.10 0.00
C -0.07 -0.13 -0.05
H -0.01 -0.02 -0.02
H -0.02 0.03 0.04
O 0.14 0.03 -0.11
H -0.01 0.02 0.03